No. 1
DFT (the ωB97M-V functional and the def2-TZVPD basis) results for a 2-piece molecular cluster, C4H12 overall.

- orbital gap (eV) = 12.9
- relative energy (zero: lowest compared OMol25 entry of this formula, charge and spin) (kcal/mol) = 5.7
- 2S+1 = 1

Each line ends with the natural charge from an NBO analysis.
Atoms and positions in Å:
C: 2.626 -1.574 0.037  -0.611
C: 1.590 -0.463 0.250  -0.613
H: 2.390 -2.471 0.610  0.204
H: 2.735 -1.852 -1.005  0.206
H: 3.592 -1.248 0.433  0.203
H: 1.090 -0.534 1.219  0.205
H: 2.067 0.516 0.281  0.205
H: 0.823 -0.469 -0.529  0.201
C: -2.557 0.392 -0.065  -0.613
C: -1.615 1.608 -0.260  -0.613
H: -3.232 0.598 0.772  0.202
H: -3.244 0.284 -0.901  0.204
H: -2.021 -0.530 0.140  0.206
H: -1.978 2.240 -1.067  0.203
H: -0.627 1.270 -0.548  0.207
H: -1.639 2.233 0.633  0.205



No. 2
DFT (the ωB97M-V functional and the def2-TZVPD basis) results for a 2-piece molecular cluster, C4H12 overall.

- orbital gap (eV) = 12.7
- relative energy (zero: lowest compared OMol25 entry of this formula, charge and spin) (kcal/mol) = 11.8
- 2S+1 = 1

Each line ends with the natural charge from an NBO analysis.
Atoms and positions in Å:
C: -1.021 0.995 -0.474  -0.608
C: -2.511 1.371 -0.521  -0.607
H: -0.385 1.706 -0.992  0.209
H: -0.827 0.887 0.596  0.202
H: -0.875 -0.020 -0.843  0.199
H: -2.733 1.944 0.386  0.199
H: -2.795 1.965 -1.381  0.204
H: -3.088 0.454 -0.417  0.203
C: 1.324 -0.979 1.033  -0.616
C: 2.268 -1.248 -0.148  -0.606
H: 1.322 -1.931 1.564  0.199
H: 1.429 -0.212 1.788  0.209
H: 0.313 -0.805 0.687  0.202
H: 2.510 -0.404 -0.798  0.204
H: 3.221 -1.634 0.234  0.201
H: 1.847 -2.088 -0.711  0.205



No. 3
DFT (the ωB97M-V functional and the def2-TZVPD basis) results for a 2-piece molecular cluster, C4H12 overall.

- orbital gap (eV) = 12.5
- relative energy (zero: lowest compared OMol25 entry of this formula, charge and spin) (kcal/mol) = 7.0
- 2S+1 = 1

Each line ends with the natural charge from an NBO analysis.
Atoms and positions in Å:
C: -0.455 1.549 -1.139  -0.603
C: 0.298 1.544 -2.470  -0.616
H: 0.031 0.926 -0.398  0.197
H: -0.433 2.566 -0.749  0.201
H: -1.495 1.235 -1.205  0.206
H: -0.062 2.454 -2.974  0.198
H: 1.367 1.707 -2.369  0.207
H: 0.013 0.800 -3.210  0.209
C: 0.192 -1.838 2.515  -0.607
C: -0.032 -1.350 1.100  -0.605
H: 1.248 -1.787 2.792  0.201
H: -0.393 -1.281 3.249  0.202
H: -0.078 -2.882 2.691  0.202
H: -1.068 -1.515 0.810  0.204
H: 0.629 -1.823 0.369  0.203
H: 0.238 -0.305 0.989  0.199



No. 4
DFT (the ωB97M-V functional and the def2-TZVPD basis) results for a 2-piece molecular cluster, C4H12 overall.

- orbital gap (eV) = 12.6
- relative energy (zero: lowest compared OMol25 entry of this formula, charge and spin) (kcal/mol) = 13.4
- 2S+1 = 1

Each line ends with the natural charge from an NBO analysis.
Atoms and positions in Å:
C: -0.893 -1.207 -0.523  -0.616
C: -1.591 -2.593 -0.300  -0.612
H: -0.225 -1.135 -1.373  0.211
H: -1.650 -0.424 -0.608  0.199
H: -0.491 -0.930 0.455  0.203
H: -2.563 -2.412 -0.756  0.204
H: -1.725 -2.756 0.763  0.204
H: -1.090 -3.431 -0.771  0.207
C: 1.906 1.501 0.534  -0.613
C: 0.557 2.196 0.241  -0.614
H: 2.299 0.884 -0.269  0.206
H: 2.668 2.272 0.714  0.198
H: 1.944 1.022 1.506  0.203
H: -0.226 1.548 0.622  0.207
H: 0.470 2.250 -0.843  0.203
H: 0.611 3.216 0.607  0.209



No. 5
DFT (the ωB97M-V functional and the def2-TZVPD basis) results for a 2-piece molecular cluster, C4H12 overall.

- orbital gap (eV) = 12.8
- relative energy (zero: lowest compared OMol25 entry of this formula, charge and spin) (kcal/mol) = 6.6
- 2S+1 = 1

Each line ends with the natural charge from an NBO analysis.
Atoms and positions in Å:
C: -0.780 1.924 0.013  -0.613
C: -2.140 1.807 -0.674  -0.615
H: -0.356 2.897 -0.236  0.204
H: -0.797 1.780 1.088  0.207
H: -0.079 1.199 -0.385  0.201
H: -2.925 1.423 -0.012  0.204
H: -2.085 1.158 -1.546  0.206
H: -2.535 2.787 -0.951  0.204
C: 1.326 -2.545 -0.016  -0.615
C: 1.585 -1.191 0.667  -0.613
H: 0.876 -2.432 -1.005  0.203
H: 2.231 -3.125 -0.174  0.205
H: 0.620 -3.190 0.518  0.204
H: 1.380 -0.399 -0.041  0.203
H: 0.901 -1.068 1.497  0.206
H: 2.600 -1.101 1.043  0.207



No. 6
DFT (the ωB97M-V functional and the def2-TZVPD basis) results for a 2-piece molecular cluster, C4H12 overall.

- orbital gap (eV) = 12.6
- relative energy (zero: lowest compared OMol25 entry of this formula, charge and spin) (kcal/mol) = 10.5
- 2S+1 = 1

Each line ends with the natural charge from an NBO analysis.
Atoms and positions in Å:
C: -3.015 0.974 -0.503  -0.610
C: -1.808 0.434 0.234  -0.613
H: -2.836 1.927 -1.001  0.205
H: -3.396 0.331 -1.296  0.203
H: -3.812 1.143 0.223  0.205
H: -1.043 -0.013 -0.403  0.200
H: -1.978 -0.238 1.070  0.209
H: -1.271 1.294 0.654  0.203
C: 2.720 -1.032 -0.475  -0.618
C: 1.983 -0.432 0.748  -0.612
H: 3.185 -1.964 -0.161  0.207
H: 2.175 -0.969 -1.409  0.209
H: 3.608 -0.431 -0.739  0.197
H: 1.113 0.107 0.401  0.207
H: 2.727 0.134 1.299  0.208
H: 1.646 -1.264 1.360  0.201